Below is a structure of composition C43H36NO4P2SSc, with properties calculated with ωB97M-V/def2-TZVPD.

The lowest unoccupied orbital energy is -6.10 eV. The value obtained for the total energy is -104955.891 eV. The calculation puts the gap between HOMO and LUMO at 7.05 eV. The charge is +2. Its energy relative to the best compared isomer or geometry (same formula, charge and spin) is 81.3 kcal per mole.

Each line ends with the Mulliken charge.
Cartesian coordinates (Å):
Sc  -0.44618  0.29303  -1.51194  0.445
N  1.46181  1.60197  0.81275  -0.091
P  -0.21104  1.29588  0.98992  0.413
C  -0.35872  0.22258  2.43100  1.089
C  -1.46528  -0.61573  2.52150  -0.352
C  -1.62706  -1.44393  3.62398  -0.557
C  -0.67679  -1.43657  4.63561  -0.682
C  0.43013  -0.59857  4.55247  -0.723
C  0.58893  0.23239  3.45378  -0.591
C  -0.97890  2.87374  1.35311  1.081
C  -2.26039  3.12085  0.87041  -0.425
C  -2.89795  4.31635  1.16576  -0.743
C  -2.25073  5.26957  1.93790  -0.509
C  -0.97247  5.02765  2.42570  -0.867
C  -0.33821  3.82960  2.14101  -0.636
P  2.11014  1.03245  -0.69322  1.306
C  3.85785  1.43216  -0.56820  1.012
C  4.24454  2.72230  -0.20920  -0.764
C  5.59090  3.04681  -0.15918  -0.783
C  6.54758  2.09518  -0.48691  -0.546
C  6.16256  0.81780  -0.86727  -0.826
C  4.81732  0.48262  -0.91135  -0.338
C  1.97969  -0.76242  -0.43732  -0.413
C  2.24640  -1.42463  0.87608  -0.453
C  2.62540  -3.53153  1.44323  -0.113
C  2.99135  -4.37327  0.21862  -1.108
C  2.70332  -3.72544  -1.09285  -0.492
C  1.68332  -1.45056  -1.55611  -1.574
H  1.77605  2.51988  1.10505  0.333
H  -2.21309  -0.62762  1.73633  0.373
H  -2.49266  -2.09006  3.69310  0.489
H  -0.80145  -2.08112  5.49578  0.441
H  1.16278  -0.59209  5.34855  0.453
H  1.45630  0.87818  3.38598  0.361
H  -2.76989  2.39385  0.24750  0.261
H  -3.89320  4.50019  0.78469  0.457
H  -2.74352  6.20555  2.16451  0.418
H  -0.47527  5.76971  3.03541  0.444
H  0.64468  3.64879  2.56368  0.341
H  3.51474  3.49096  0.02012  0.376
H  5.89323  4.04535  0.12523  0.428
H  7.59730  2.35396  -0.45314  0.414
H  6.90862  0.07970  -1.12908  0.440
H  4.52667  -0.51807  -1.20869  0.320
H  2.31506  -0.66722  1.65126  1.281
H  2.85224  -4.00925  2.39077  0.625
H  3.22965  -5.42559  0.26192  0.457
H  3.05694  -4.35927  -1.89778  0.645
H  1.62482  -0.92951  -2.52071  0.978
O  -1.50983  -1.40848  -1.37696  -0.154
S  -1.27832  -2.93763  -1.62616  0.116
C  -2.53891  -3.71322  -0.67006  0.419
C  -2.67359  -5.08990  -0.80861  -0.431
C  -3.65902  -5.72811  -0.07372  -0.674
C  -4.49500  -4.99275  0.75771  -0.497
C  -4.35840  -3.61605  0.86192  -0.663
C  -3.36951  -2.95714  0.14331  -0.081
C  0.21762  -3.16665  -0.69701  -0.134
C  1.46250  -2.94493  -1.53090  -0.454
C  3.87132  -3.20904  -0.31097  -0.950
C  3.49390  -2.37185  0.91804  -0.560
C  1.35706  -2.63212  1.42083  -0.787
C  0.16890  -3.03904  0.62916  -1.295
H  -2.03141  -5.65451  -1.47370  0.437
H  -3.78503  -6.79846  -0.16031  0.424
H  -5.27111  -5.49845  1.31622  0.420
H  -5.03072  -3.05237  1.49487  0.479
H  -3.26257  -1.88467  0.19037  0.354
H  1.24590  -3.27472  -2.54867  1.197
H  4.86897  -3.25944  -0.72276  0.405
H  4.34425  -2.00399  1.48373  0.538
H  1.04105  -2.39111  2.43419  0.762
H  -0.78515  -3.12302  1.14017  0.864
O  -1.03282  4.51567  -3.69760  -0.473
C  -2.30063  4.03328  -3.74931  0.920
C  -3.39411  4.78592  -4.14784  -0.784
C  -4.64978  4.19954  -4.17069  -0.559
C  -4.82738  2.86660  -3.81606  -0.888
C  -3.73024  2.11137  -3.44262  -0.422
C  -2.46974  2.69252  -3.39399  0.184
C  -1.29511  1.95524  -2.90055  1.296
O  -0.66525  2.31148  -1.85491  -0.433
O  -0.95104  0.81122  -3.39457  -0.689
H  -1.00314  5.43000  -4.00444  0.326
H  -3.26236  5.82004  -4.44182  0.345
H  -5.49880  4.79319  -4.48224  0.426
H  -5.81144  2.42219  -3.85130  0.442
H  -3.85854  1.06281  -3.20251  0.478

Atoms 1-3, force components in eV/Å:
Sc 1.057 -0.451 0.026
N 0.000 0.144 -0.080
P 0.138 -0.117 -0.226